[1]
# C8H20ClNO2P

2 unconnected molecules or ions with the total composition C8H20ClNO2P at a distorted geometry (ωB97M-V with the def2-TZVPD basis set, the OMol25 dataset).

Output
HOMO energy = -0.522 hartree
Total charge = +1
Relative energy (zero: lowest compared OMol25 entry of this formula, charge and spin) = 42.8 kcal per mole
Spin multiplicity = 1
Kohn-Sham gap = 9.915 eV

Positions of all 33 atoms, in Å:
1 P -0.22 0.35 -2.23
2 H 3.07 -0.99 0.37
3 H -1.22 -3.29 -0.37
4 H 0.47 -3.51 -0.17
5 H -1.34 3.06 1.09
6 C -0.47 2.52 0.90
7 O 0.03 -0.94 -0.54
8 H 0.40 -1.44 1.31
9 H -2.11 1.55 -0.96
10 H -1.48 -1.45 1.06
11 H 1.99 -0.38 1.82
12 C 2.11 0.64 1.55
13 H 0.17 2.62 1.76
14 H 0.17 2.91 0.05
15 H 1.82 1.72 -0.40
16 O 0.91 -0.06 -2.98
17 H 2.26 -1.07 -1.32
18 H 3.10 0.84 1.74
19 H 1.46 1.23 2.26
20 H -4.73 -0.07 -4.43
21 N 0.23 0.43 -0.23
22 C -2.20 1.00 -0.01
23 C 2.66 -0.39 -0.58
24 H -0.79 0.55 1.53
25 H -0.64 -3.87 1.17
26 C -0.81 1.10 0.63
27 H -2.52 -0.03 -0.06
28 C 1.70 0.68 0.09
29 H -2.85 1.50 0.66
30 Cl -3.79 -0.55 -3.69
31 H 3.47 0.22 -1.10
32 C -0.44 -1.70 0.71
33 C -0.41 -3.16 0.34

Mulliken population analysis, charges in e, atoms 1 to 8: 0.49, 0.33, 0.36, 0.38, 0.42, -1.40, -0.26, 0.13

=====

[2]
# C7H17N3

C7H17N3 in the gas phase at a distorted geometry (ωB97M-V with the def2-TZVPD basis set, the OMol25 dataset).

Output
HOMO energy = -0.319 hartree
Total charge = 0
Relative energy (zero: lowest compared OMol25 entry of this formula, charge and spin) = 44.0 kcal per mole
Spin multiplicity = 1
Kohn-Sham gap = 9.497 eV

Positions of all 27 atoms, in Å:
1 N -1.36 0.77 -1.12
2 H -1.48 -0.21 -2.89
3 H -1.26 0.16 1.18
4 N -1.86 -0.27 -1.94
5 C 0.78 -0.57 1.01
6 C 0.82 -0.40 -0.49
7 H 1.16 -2.72 0.94
8 C -2.04 2.00 -1.46
9 C 0.08 0.91 -1.19
10 H -1.80 2.76 -0.72
11 H -1.57 -1.16 -1.55
12 H -0.72 -0.83 2.54
13 H -3.11 1.81 -1.43
14 H 1.87 -1.94 -0.99
15 H -1.78 2.38 -2.46
16 H 1.53 0.47 2.75
17 H 0.81 1.54 1.55
18 C 1.56 -1.82 1.42
19 H 0.38 1.80 -0.65
20 H -1.13 -1.59 1.01
21 C 1.43 0.65 1.68
22 N 1.38 -1.13 -1.35
23 H 2.41 0.84 1.27
24 H 0.46 0.94 -2.22
25 H 1.50 -1.96 2.49
26 C -0.68 -0.71 1.46
27 H 2.61 -1.73 1.15

Mulliken population analysis, charges in e, atoms 1 to 8: 0.28, 0.26, 0.36, -0.83, 2.50, 0.02, 0.47, -0.94

=====

[3]
# C33H35F9IrN3O2P2S

A molecular structure, C33H35F9IrN3O2P2S at a distorted geometry (ωB97M-V with the def2-TZVPD basis set, the OMol25 dataset).

Output
HOMO energy (spin up / spin down) = -0.621 / -0.638 hartree
⟨S²⟩ = 0.76
Total charge = +3
Relative energy (zero: lowest compared OMol25 entry of this formula, charge and spin) = 49.8 kcal per mole
Spin multiplicity = 2
Kohn-Sham gap (spin up / spin down) = 7.735 / 7.383 eV

Positions of all 86 atoms, in Å:
1 H -1.49 4.10 2.05
2 H -3.12 1.02 0.53
3 C -3.14 -0.01 0.19
4 H -2.72 2.33 -1.30
5 H 1.17 3.47 2.76
6 H 0.66 3.70 -3.56
7 H -0.35 -0.13 -3.55
8 H 4.78 2.45 -0.61
9 C 0.97 2.43 2.48
10 F 0.61 -2.93 4.62
11 F -0.64 -1.70 5.89
12 C -3.12 -2.58 -0.66
13 C 1.89 -2.93 -1.93
14 H -5.26 -0.18 0.35
15 C 4.15 1.59 -0.83
16 F 1.06 -0.83 4.88
17 C 0.31 3.55 -0.17
18 C -1.95 -1.85 -0.56
19 C 3.77 -0.56 -1.77
20 H 1.85 -3.69 1.03
21 H 2.45 2.44 0.13
22 H 1.14 -4.89 -2.35
23 F -2.88 -2.17 2.58
24 H -3.08 -3.61 -1.02
25 H 3.31 -2.40 4.54
26 C -1.77 -2.58 3.22
27 F -2.23 0.44 2.85
28 H 1.14 -4.14 2.59
29 C -0.64 -2.37 -1.01
30 C -1.72 3.07 1.76
31 H 2.88 -3.15 -2.30
32 C -2.22 1.92 -2.17
33 C -0.83 -1.37 3.51
34 N -1.97 -0.56 -0.12
35 H 5.20 -3.56 3.39
36 C 0.91 -3.91 -1.96
37 C -4.33 -2.00 -0.33
38 C 2.48 -0.52 -1.28
39 F -0.95 0.79 4.53
40 H 1.54 6.68 -0.63
41 F -2.68 -0.48 4.75
42 P -0.49 1.54 -1.84
43 C -4.34 -0.68 0.09
44 H 0.51 1.93 3.33
45 H -1.14 -4.40 -1.52
46 C 2.84 1.58 -0.40
47 C 4.63 0.51 -1.55
48 C 0.69 4.00 -2.53
49 N 2.00 0.57 -0.62
50 H 3.17 -4.86 3.50
51 H -0.20 1.50 -4.22
52 H 4.12 -1.42 -2.32
53 P -0.20 2.35 1.10
54 H 4.74 -2.82 1.85
55 C 0.26 3.15 -1.52
56 H 5.64 0.50 -1.92
57 C 3.62 -2.10 3.54
58 H 1.50 5.94 -2.98
59 C 0.05 -1.71 4.77
60 O -0.05 -1.10 2.41
61 N 0.33 -1.45 -0.98
62 H -2.77 1.06 -2.54
63 H -5.25 -2.56 -0.41
64 H 1.90 1.92 2.24
65 C 4.36 -3.21 2.80
66 H -2.51 3.10 1.01
67 C -0.37 -3.64 -1.49
68 C 0.11 0.85 -3.40
69 F -2.15 -3.24 4.31
70 C 1.16 5.27 -2.20
71 H 0.79 5.17 1.16
72 H -2.07 2.54 2.64
73 O 2.44 -1.17 1.35
74 Ir -0.02 0.30 -0.03
75 H 3.69 -5.05 1.84
76 H 4.08 -1.12 3.56
77 C -1.70 -0.14 3.94
78 S 2.10 -1.95 2.55
79 H -2.22 2.69 -2.95
80 C 0.76 4.83 0.14
81 C 3.34 -4.33 2.57
82 F -1.16 -3.45 2.40
83 C 2.00 -3.71 2.11
84 C 1.19 5.68 -0.87
85 C 1.57 -1.68 -1.42
86 H 1.19 0.76 -3.40

Mulliken population analysis, charges in e, atoms 1 to 8: 0.55, 0.27, -0.29, 0.30, 0.61, 0.47, 0.41, 0.58

=====

[4]
# C15H20ClNO4

C15H20ClNO4 in the gas phase (ωB97M-V with the def2-TZVPD basis set, the OMol25 dataset).

Output
HOMO energy = -0.317 hartree
Total charge = 0
Relative energy (zero: lowest compared OMol25 entry of this formula, charge and spin) = 0.0 kcal per mole
Spin multiplicity = 1
Kohn-Sham gap = 9.324 eV

Positions of all 41 atoms, in Å:
1 C -0.45 0.24 1.24
2 H -6.08 -0.65 -0.83
3 H 3.21 1.89 1.47
4 C 1.28 1.76 0.55
5 H 2.85 3.23 0.34
6 H -0.74 -0.64 1.80
7 C -4.70 -0.60 0.80
8 O 3.46 1.58 -0.57
9 Cl -2.14 2.95 -1.12
10 C 5.64 0.48 0.45
11 H -5.16 0.32 1.14
12 H -4.48 -0.03 -1.25
13 O 1.66 0.31 -1.93
14 H 5.85 1.21 -0.32
15 C 2.73 2.16 0.52
16 H 2.20 -2.23 -0.22
17 C 2.40 -0.40 -1.30
18 C 2.30 -1.89 -1.24
19 O -2.71 0.64 0.43
20 H 1.59 0.08 1.84
21 H 0.65 3.33 -0.78
22 C -1.40 0.94 0.51
23 C -5.01 -0.80 -0.68
24 C -4.63 -2.18 -1.20
25 H -2.68 -1.41 0.73
26 C 4.54 -0.45 0.01
27 H -3.04 -0.42 2.17
28 H -5.12 -2.96 -0.61
29 C -0.97 2.07 -0.21
30 H 1.43 -2.19 -1.83
31 H -5.11 -1.43 1.38
32 C 0.87 0.65 1.26
33 O 4.61 -1.65 0.13
34 H 3.20 -2.35 -1.65
35 C 0.35 2.47 -0.20
36 H 6.53 -0.11 0.67
37 C -3.20 -0.51 1.09
38 H -3.56 -2.34 -1.15
39 H -4.94 -2.29 -2.23
40 N 3.45 0.18 -0.56
41 H 5.35 1.02 1.35

Mulliken population analysis, charges in e, atoms 1 to 8: -0.74, 0.33, 0.27, 0.37, 0.46, 0.36, -0.91, -0.39

=====

[5]
# C7H19NO2Sn

A molecular structure, C7H19NO2Sn at a distorted geometry (ωB97M-V with the def2-TZVPD basis set, the OMol25 dataset).

Output
HOMO energy = -0.608 hartree
Total charge = +2
Spin multiplicity = 1
Kohn-Sham gap = 7.514 eV

Positions of all 30 atoms, in Å:
1 C 5.75 6.90 -12.89
2 C 9.61 8.75 -10.39
3 H 10.06 7.82 -10.06
4 C 4.47 5.41 -10.41
5 H 5.61 5.88 -12.54
6 H 7.87 9.64 -11.09
7 H 9.83 9.40 -9.54
8 H 8.26 7.68 -12.64
9 H 4.27 5.67 -9.37
10 C 3.89 5.99 -12.79
11 H 5.55 5.40 -10.50
12 Sn 5.49 8.89 -10.42
13 H 7.11 7.62 -9.21
14 C 8.14 8.68 -10.67
15 C 3.70 6.36 -11.29
16 C 7.73 7.60 -11.69
17 H 3.45 5.02 -13.01
18 H 4.85 7.32 -13.32
19 H 10.09 9.14 -11.29
20 O 6.34 7.76 -11.97
21 H 3.40 6.77 -13.38
22 O 4.24 7.66 -11.10
23 H 7.94 6.62 -11.26
24 H 2.66 6.25 -11.01
25 H 4.93 5.90 -13.10
26 H 4.15 4.38 -10.58
27 N 7.43 8.57 -9.41
28 H 7.87 8.86 -8.55
29 H 4.19 7.80 -10.16
30 H 6.34 6.76 -13.79

Mulliken population analysis, charges in e, atoms 1 to 8: -1.01, -1.64, 0.40, -1.39, 0.49, 0.39, 0.44, 0.47

=====

[6]
# C30H74O30S7

10 unconnected molecules or ions with the total composition C30H74O30S7 at a distorted geometry (ωB97M-V with the def2-TZVPD basis set, the OMol25 dataset).

Output
HOMO energy = -0.399 hartree
Total charge = 0
Spin multiplicity = 1
Kohn-Sham gap = 11.045 eV

Positions of all 141 atoms, in Å:
1 H 30.69 -25.83 -3.43
2 H 33.44 -24.61 -6.85
3 H 30.63 -29.81 -6.84
4 C 30.85 -29.76 -5.78
5 H 23.41 -28.29 -4.45
6 O 29.70 -27.64 -1.98
7 H 28.04 -27.34 -3.23
8 O 29.34 -25.87 -10.20
9 H 26.14 -27.58 -1.97
10 O 31.51 -21.87 -7.97
11 H 30.61 -28.74 -5.46
12 H 33.24 -27.30 -1.57
13 O 28.42 -26.45 -5.55
14 H 31.74 -26.45 -1.37
15 H 29.35 -28.34 -3.89
16 H 22.14 -24.18 -9.42
17 C 29.82 -27.12 1.45
18 O 28.06 -24.22 -5.79
19 H 28.27 -28.98 -2.69
20 O 31.60 -22.63 -5.67
21 O 22.34 -21.66 -7.87
22 S 35.05 -24.74 -3.77
23 O 33.75 -25.40 -3.12
24 H 23.62 -24.16 -2.68
25 H 25.45 -29.50 -7.88
26 C 30.86 -25.80 -4.50
27 H 30.37 -24.87 -1.31
28 H 26.74 -20.98 -2.67
29 H 33.10 -24.02 -8.50
30 H 31.56 -20.22 -10.87
31 O 29.99 -24.89 -5.15
32 H 30.44 -23.59 -2.56
33 O 23.19 -28.79 -6.49
34 H 22.54 -24.57 -7.68
35 H 22.65 -23.67 -5.13
36 H 25.14 -23.40 -10.08
37 C 28.81 -28.07 -2.99
38 H 34.69 -22.66 -2.72
39 O 23.60 -21.98 -9.87
40 H 30.09 -29.04 -8.92
41 C 22.87 -24.12 -8.61
42 H 25.34 -27.27 -3.56
43 H 30.57 -21.59 -10.43
44 O 26.58 -23.71 -2.76
45 H 23.76 -24.68 -8.89
46 C 32.72 -24.09 -7.48
47 O 33.62 -21.73 -6.73
48 H 29.91 -23.20 -0.91
49 S 29.26 -27.44 -10.41
50 H 27.41 -25.05 -10.37
51 C 31.13 -20.74 -10.02
52 C 29.82 -27.99 -8.83
53 H 26.26 -23.65 -6.73
54 H 32.91 -24.27 -1.62
55 H 35.14 -22.45 -4.46
56 H 26.19 -21.18 -9.75
57 H 21.08 -29.05 -5.02
58 O 24.67 -22.46 -7.76
59 O 23.75 -27.24 -8.22
60 H 21.72 -30.69 -5.29
61 H 25.52 -20.61 -11.28
62 C 32.19 -21.24 -9.08
63 O 23.11 -26.15 -2.95
64 C 32.80 -26.40 -1.14
65 S 24.23 -27.71 -6.98
66 C 33.51 -25.18 -1.71
67 H 33.54 -23.02 -4.00
68 H 24.03 -29.85 -4.90
69 H 32.86 -21.95 -9.57
70 O 35.03 -25.21 -5.11
71 H 24.39 -22.93 -11.54
72 H 27.76 -23.48 -8.47
73 H 30.84 -26.79 -4.96
74 H 21.52 -23.97 -3.85
75 C 34.60 -23.05 -3.73
76 H 31.78 -24.63 -7.41
77 H 27.67 -25.89 -8.93
78 H 24.38 -24.97 -4.07
79 C 28.78 -25.30 -5.51
80 O 32.65 -28.21 -7.13
81 C 30.04 -30.75 -4.98
82 H 34.43 -24.98 -1.17
83 H 29.37 -24.09 -8.22
84 H 32.83 -20.42 -8.73
85 H 31.85 -25.35 -4.59
86 H 21.79 -29.96 -3.69
87 C 25.83 -21.50 -10.73
88 H 30.71 -27.41 -8.60
89 O 28.57 -24.34 -2.06
90 H 35.05 -27.98 -5.52
91 H 34.59 -29.29 -4.43
92 H 30.45 -20.07 -9.49
93 H 21.93 -25.29 -4.95
94 O 23.45 -27.89 -1.33
95 C 25.68 -28.71 -7.17
96 C 28.60 -23.96 -8.98
97 C 34.21 -28.47 -5.03
98 C 21.87 -29.75 -4.75
99 O 30.25 -27.76 -11.36
100 O 32.24 -30.06 -5.56
101 H 32.96 -26.46 -0.07
102 S 33.32 -29.21 -6.36
103 H 28.99 -30.44 -4.97
104 O 28.34 -22.30 -2.88
105 C 22.33 -24.42 -4.42
106 C 29.26 -27.78 -0.73
107 C 28.20 -25.24 -9.64
108 H 26.99 -21.62 -4.31
109 H 29.04 -23.23 -9.66
110 S 24.01 -26.65 -1.75
111 C 25.55 -26.89 -2.56
112 C 24.73 -22.51 -10.58
113 H 29.10 -27.74 -8.05
114 H 26.67 -21.94 -11.28
115 H 29.54 -26.08 1.65
116 H 25.86 -29.18 -6.20
117 S 32.41 -22.48 -6.84
118 C 26.69 -24.40 -6.06
119 H 30.37 -30.75 -3.94
120 O 27.89 -27.79 -10.60
121 H 33.58 -27.74 -4.52
122 O 30.19 -27.25 0.08
123 O 24.47 -26.79 -5.91
124 H 26.07 -24.31 -5.17
125 H 30.09 -31.76 -5.39
126 H 28.12 -20.43 -3.66
127 C 23.21 -29.15 -5.08
128 H 26.04 -25.92 -2.59
129 C 27.50 -21.28 -3.40
130 O 36.16 -24.97 -2.91
131 H 26.48 -28.05 -7.49
132 C 27.73 -23.44 -2.57
133 O 24.15 -25.60 -0.79
134 C 29.90 -23.96 -1.69
135 C 23.45 -24.85 -3.51
136 S 23.39 -22.46 -8.39
137 O 34.19 -30.13 -7.00
138 H 30.68 -27.36 2.07
139 H 26.44 -25.34 -6.55
140 H 28.98 -27.75 1.73
141 O 28.23 -28.30 -0.40

Mulliken population analysis, charges in e, atoms 1 to 8: -0.14, 0.06, 0.00, 1.85, -0.01, -0.12, -0.51, -0.34

=====

[7]
# C48H42AsN3O3PtS4

A molecular structure, C48H42AsN3O3PtS4 at a distorted geometry (ωB97M-V with the def2-TZVPD basis set, the OMol25 dataset).

Output
HOMO energy (spin up / spin down) = -0.449 / -0.462 hartree
⟨S²⟩ = 6.05
Total charge = +2
Relative energy (zero: lowest compared OMol25 entry of this formula, charge and spin) = 0.0 kcal per mole
Spin multiplicity = 5
Kohn-Sham gap (spin up / spin down) = 6.650 / 3.928 eV

Positions of all 102 atoms, in Å:
1 H 3.69 2.73 4.04
2 S 4.52 1.11 0.93
3 H -0.04 2.46 6.48
4 C 5.54 2.43 1.30
5 C -3.92 0.06 3.85
6 H 4.41 0.40 -2.65
7 C -3.70 2.51 -2.31
8 C 3.64 1.33 2.40
9 H 2.55 -4.12 4.61
10 H -4.92 2.25 -0.57
11 C 3.99 -0.38 -2.04
12 C 2.70 -0.25 -1.54
13 C 2.45 0.44 2.68
14 H 6.34 2.69 0.63
15 C -2.45 0.32 4.23
16 C 5.20 3.02 2.48
17 H 5.00 -1.02 2.86
18 N -3.74 -1.07 -1.06
19 C 4.10 -1.49 3.23
20 C -1.49 0.81 -6.64
21 H -2.73 -1.14 -1.39
22 C 1.53 1.21 3.61
23 H -2.08 -0.46 4.89
24 H -2.97 2.05 0.97
25 H -2.34 1.29 4.73
26 H 5.72 -1.65 -2.09
27 H -2.82 -0.88 -6.74
28 H -4.54 2.64 -2.97
29 C -1.31 2.45 -1.97
30 C 0.18 2.94 4.35
31 C 2.11 -3.21 0.36
32 C 0.49 1.99 -3.69
33 C -4.31 -3.31 -0.42
34 H -2.27 2.82 -3.86
35 C 0.99 3.31 -1.73
36 H -4.32 0.88 3.27
37 C -0.62 1.52 -5.85
38 H 2.98 4.08 -1.58
39 H -3.59 -4.09 -0.17
40 C -2.82 2.18 -0.10
41 H -1.67 1.11 -7.67
42 C -2.41 2.60 -2.82
43 C -1.02 0.01 -4.00
44 Pt 0.31 -0.95 0.96
45 C -1.90 -0.70 -4.82
46 H 3.71 3.07 -3.72
47 H -0.39 3.85 4.28
48 H 2.11 1.77 -5.07
49 H 5.72 3.87 2.89
50 C 4.10 2.40 3.11
51 H -3.91 -0.06 -0.88
52 C -3.87 -1.94 0.13
53 C 2.82 -2.29 -0.48
54 H 0.89 2.76 2.27
55 O -2.53 -2.31 2.09
56 H -5.27 -3.59 0.00
57 C 2.29 3.49 -2.17
58 C -3.91 2.28 -0.96
59 C 0.40 -3.92 1.77
60 H -0.49 -3.85 2.37
61 C 4.13 -2.49 -0.94
62 C -2.53 -2.02 0.92
63 H 0.66 3.79 -0.82
64 C -4.62 -1.63 -2.11
65 C 2.88 -0.88 3.27
66 S 1.34 0.85 5.28
67 H -2.37 -1.60 -4.44
68 H -0.69 2.18 0.06
69 C 0.97 -2.85 1.05
70 C 0.07 2.57 -2.47
71 H -4.34 -1.24 -3.09
72 C 4.08 -2.80 3.76
73 H -4.62 -1.53 0.81
74 C 4.71 -1.52 -1.73
75 S 1.68 -1.95 3.94
76 H 4.96 -3.42 3.84
77 C 1.80 2.20 -4.13
78 O 1.86 0.20 1.43
79 H -5.20 -3.71 -2.38
80 C -2.15 -0.30 -6.13
81 C 0.35 2.24 5.50
82 H -4.50 -0.04 4.76
83 C -1.64 0.32 3.06
84 C 0.87 2.35 3.26
85 H 0.90 -6.03 2.04
86 H -0.12 2.40 -6.24
87 S 2.50 -4.88 0.61
88 H 4.65 -3.39 -0.66
89 N -1.03 0.36 2.08
90 H 2.10 0.63 -1.75
91 C -0.40 1.16 -4.52
92 N 2.14 -1.18 -0.79
93 C 1.11 -5.07 1.61
94 H -5.66 -1.36 -1.91
95 C 2.84 -3.19 4.16
96 H -4.00 -0.87 3.29
97 H -3.46 -3.42 -2.42
98 O -1.51 -1.72 0.19
99 C -4.40 -3.12 -1.94
100 C 2.70 2.93 -3.37
101 As -0.59 -0.72 -2.27
102 C -1.53 2.26 -0.61

Mulliken population analysis, charges in e, atoms 1 to 8: 0.64, 0.33, 0.56, -0.80, -1.18, 0.61, -0.45, -0.99

=====

[8]
# C3H2CsO4

A molecular structure, C3H2CsO4 at a distorted geometry (ωB97M-V with the def2-TZVPD basis set, the OMol25 dataset).

Output
HOMO energy = -0.462 hartree
Total charge = +1
Relative energy (zero: lowest compared OMol25 entry of this formula, charge and spin) = 0.0 kcal per mole
Spin multiplicity = 1
Kohn-Sham gap = 8.722 eV

Positions of all 10 atoms, in Å:
1 O 0.10 -1.39 0.16
2 H 2.34 -3.13 -0.21
3 C 2.37 -2.12 0.27
4 Cs -4.02 -0.99 -0.73
5 O -2.92 2.70 0.33
6 H 1.50 -0.50 -1.03
7 C -2.24 3.64 0.42
8 O 3.34 -1.62 0.76
9 O -1.70 4.65 0.30
10 C 1.23 -1.25 -0.26

Mulliken population analysis, charges in e, atoms 1 to 8: -0.45, 0.26, 0.12, 0.99, -0.41, 0.32, 0.70, -0.37